{
  "formula": "C63H78ClN5O3PRbS",
  "method": "ωB97M-V/def2-TZVPD",
  "total_energy_ev": -113496.485,
  "charge": -2,
  "e_homo_ev": [-1.911, -1.911],
  "relative_energy_kcal_mol": 10.7,
  "lumo_ha": [0.1222, 0.1222],
  "gap_ev": [5.2, 5.2],
  "symbols": ["Rb", "C", "C", "C", "C", "C", "C", "C", "N", "C", "C", "C", "C", "C", "C", "O", "C", "C", "C", "C", "C", "C", "C", "C", "C", "O", "C", "C", "C", "C", "C", "C", "H", "H", "H", "H", "H", "H", "H", "H", "H", "H", "H", "H", "H", "H", "H", "H", "H", "H", "H", "H", "H", "H", "H", "H", "H", "H", "H", "H", "H", "H", "H", "H", "H", "H", "H", "H", "H", "H", "H", "H", "Cl", "C", "C", "C", "C", "O", "C", "C", "N", "C", "C", "C", "C", "C", "C", "C", "C", "N", "C", "C", "H", "H", "H", "H", "H", "H", "H", "H", "H", "H", "C", "C", "C", "C", "P", "C", "C", "C", "C", "C", "C", "C", "C", "C", "C", "H", "H", "H", "H", "H", "H", "H", "H", "H", "H", "H", "H", "H", "H", "H", "H", "H", "H", "H", "H", "H", "H", "H", "C", "C", "C", "C", "N", "C", "S", "N", "H", "H", "H", "H", "H"],
  "xyz": [[-0.782861, 0.892783, 0.563097], [4.857121, 0.649721, -5.816910], [5.046933, 0.656269, -4.294079], [5.682915, -0.669105, -3.877642], [6.008417, 1.790690, -3.908702], [3.693385, 0.869572, -3.625981], [3.052688, -0.077558, -2.919849], [1.800814, 0.212148, -2.247316], [1.054949, -0.652655, -1.615182], [1.086586, -1.993987, -1.836266], [1.494015, -2.562379, -3.069232], [1.431614, -3.901329, -3.321401], [0.951750, -4.727068, -2.265995], [0.488829, -4.266484, -1.066088], [0.480080, -2.821059, -0.797884], [0.010401, -2.334702, 0.253346], [-0.134915, -5.214258, -0.044368], [0.472464, -5.018550, 1.352308], [0.057097, -6.685762, -0.420473], [-1.643482, -4.935718, 0.004245], [1.800951, -4.450509, -4.700315], [1.698178, -5.975204, -4.765754], [0.860532, -3.865400, -5.762598], [3.240830, -4.054660, -5.050436], [1.294386, 1.616291, -2.214067], [0.287114, 1.887661, -1.576149], [1.984129, 2.608459, -3.072545], [3.076954, 2.185152, -3.736596], [1.574919, 4.088308, -3.171745], [0.420238, 4.517436, -2.257057], [1.169972, 4.378382, -4.623208], [2.778801, 4.962032, -2.782488], [5.820443, 0.537806, -6.323000], [4.399747, 1.578929, -6.162394], [4.209400, -0.176020, -6.118579], [6.663843, -0.766820, -4.349498], [5.080513, -1.525239, -4.185451], [5.818462, -0.723587, -2.796348], [7.014415, 1.570213, -4.276658], [6.055971, 1.910722, -2.825390], [5.704570, 2.747440, -4.333712], [3.488124, -1.051256, -2.747305], [1.780029, -1.878322, -3.860998], [0.914459, -5.792522, -2.443724], [1.547927, -5.218878, 1.330479], [0.005567, -5.715280, 2.055331], [0.316367, -4.006170, 1.711137], [1.113300, -6.941726, -0.535919], [-0.463565, -6.950905, -1.343778], [-0.354312, -7.308030, 0.378610], [-1.829382, -3.897369, 0.272973], [-2.124502, -5.576652, 0.748627], [-2.091733, -5.134546, -0.973169], [0.681099, -6.320976, -4.573065], [2.360922, -6.456050, -4.043655], [1.984621, -6.316522, -5.764246], [-0.177287, -4.116088, -5.534127], [1.103797, -4.260054, -6.754083], [0.939409, -2.777784, -5.801731], [3.944206, -4.483541, -4.333644], [3.365684, -2.970732, -5.030039], [3.508232, -4.406186, -6.052017], [3.592539, 2.912177, -4.355614], [-0.510999, 4.000953, -2.483003], [0.271990, 5.591502, -2.404533], [0.658208, 4.351528, -1.207922], [0.318031, 3.761848, -4.919771], [1.988810, 4.181691, -5.319849], [0.882881, 5.428270, -4.723082], [3.075566, 4.763071, -1.749876], [2.499859, 6.016575, -2.855484], [3.639807, 4.796031, -3.436010], [-5.184072, 7.189861, 3.598504], [-4.268187, 5.759081, 3.129694], [-2.968693, 5.572574, 3.632744], [-2.249106, 4.464769, 3.287974], [-2.782164, 3.432279, 2.436434], [-2.137459, 2.386014, 2.180515], [-4.085644, 3.697296, 1.884910], [-4.691046, 2.865218, 0.869181], [-4.226307, 1.776371, 0.379114], [-4.982109, 1.114712, -0.584071], [-6.345145, 0.951461, -0.512018], [-7.055238, 0.240825, -1.507088], [-6.407315, -0.318817, -2.566727], [-4.995268, -0.202775, -2.663154], [-4.251510, -0.790299, -3.714837], [-2.896769, -0.671072, -3.734873], [-2.267514, 0.048198, -2.690333], [-2.921182, 0.611444, -1.711312], [-4.277123, 0.500134, -1.677362], [-4.796970, 4.851925, 2.255386], [-2.535689, 6.326607, 4.280232], [-1.231966, 4.335462, 3.635390], [-5.625373, 3.279098, 0.453944], [-6.873591, 1.356551, 0.341511], [-8.129839, 0.137137, -1.412864], [-6.947108, -0.867280, -3.329711], [-4.777302, -1.341090, -4.487775], [-2.296456, -1.122789, -4.513513], [-1.186469, 0.145326, -2.659537], [-5.778498, 5.026419, 1.826211], [-1.330255, 1.437383, 5.251555], [-1.825188, 0.010933, 4.983574], [-3.236999, 0.116299, 4.388595], [-1.907419, -0.770999, 6.293842], [-0.757258, -0.742571, 3.626600], [-1.305384, -2.496637, 3.783215], [-2.387737, -2.855364, 2.979584], [-2.997380, -4.096952, 3.093965], [-2.508221, -5.032076, 3.993001], [-1.403278, -4.711850, 4.770617], [-0.818032, -3.457804, 4.671072], [1.052754, -0.694794, 4.115443], [1.580468, 0.662049, 3.605546], [1.451000, -0.840334, 5.584281], [1.745327, -1.783260, 3.278284], [-2.064253, 1.953039, 5.880273], [-1.237318, 2.000339, 4.322036], [-0.373299, 1.453985, 5.774268], [-3.870702, 0.669534, 5.090698], [-3.685796, -0.868653, 4.243255], [-3.229746, 0.653693, 3.438200], [-2.509251, -0.197594, 7.008727], [-0.933341, -0.943380, 6.750319], [-2.391373, -1.739083, 6.152091], [-2.754548, -2.145868, 2.246289], [-3.837113, -4.340057, 2.454793], [-2.972712, -6.007278, 4.075189], [-0.999112, -5.438185, 5.466208], [0.029557, -3.230865, 5.301179], [1.054041, 1.522743, 4.014474], [1.527814, 0.739329, 2.519127], [2.636262, 0.766507, 3.871295], [1.089598, -0.011055, 6.192192], [2.544886, -0.833616, 5.646680], [1.102091, -1.767022, 6.039628], [1.371289, -1.812724, 2.250766], [1.614582, -2.780436, 3.701630], [2.817361, -1.565693, 3.243106], [0.927754, 4.952755, 5.305969], [1.223401, 5.345210, 3.880477], [0.752976, 6.545675, 3.354409], [1.081250, 6.774502, 2.029504], [1.778890, 5.943271, 1.279204], [2.190677, 4.776439, 1.854167], [3.055240, 3.627775, 0.923388], [1.925445, 4.487502, 3.166671], [1.116312, 5.780104, 5.993833], [1.545915, 4.099514, 5.579672], [-0.122067, 4.667939, 5.415576], [0.167034, 7.245001, 3.935570], [0.754115, 7.691937, 1.541316]],
  "atomic_forces_ev_per_a": [[-0.108, -0.509, 0.109], [0.001, 0.019, -0.024], [-0.025, 0.029, 0.039], [0.017, -0.029, 0.004], [0.052, 0.003, 0.022], [-0.077, 0.202, -0.097], [-0.156, 0.017, 0.127], [0.145, -0.058, -0.025], [-0.138, 0.096, -0.350], [0.061, -0.115, 0.138], [-0.034, 0.244, 0.088], [-0.057, -0.242, 0.158], [0.098, -0.029, -0.226], [-0.045, 0.237, 0.057], [0.033, -0.183, -0.068], [-0.033, 0.114, -0.025], [0.004, 0.030, -0.012], [0.036, -0.052, 0.005], [-0.031, -0.055, 0.028], [-0.031, 0.009, 0.029], [-0.006, 0.008, 0.064], [0.019, -0.019, -0.040], [-0.039, 0.013, -0.014], [0.048, 0.013, -0.017], [-0.074, 0.268, -0.049], [0.100, 0.205, -0.501], [0.150, -0.109, 0.323], [0.194, -0.099, -0.131], [-0.014, -0.060, 0.071], [-0.026, -0.006, -0.008], [0.002, 0.008, -0.041], [0.059, 0.027, -0.017], [0.009, 0.001, -0.002], [-0.007, 0.007, 0.004], [0.001, -0.009, -0.001], [-0.002, -0.003, -0.006], [-0.023, -0.002, -0.006], [0.006, 0.022, 0.010], [-0.005, 0.002, -0.018], [0.002, -0.022, 0.011], [-0.013, 0.010, 0.009], [0.001, -0.033, 0.001], [0.005, -0.019, 0.024], [0.009, 0.004, -0.007], [0.000, -0.009, 0.004], [0.011, -0.004, 0.019], [-0.015, 0.049, -0.016], [0.013, 0.011, 0.016], [0.000, 0.018, -0.018], [-0.006, -0.004, -0.007], [0.015, 0.012, -0.003], [-0.008, -0.022, -0.002], [-0.015, -0.002, 0.003], [-0.020, 0.013, -0.005], [0.013, 0.013, 0.017], [0.004, -0.004, -0.002], [-0.005, -0.008, 0.002], [0.002, 0.002, -0.019], [0.000, -0.003, 0.010], [-0.004, 0.002, 0.015], [-0.012, -0.001, -0.006], [0.005, -0.011, -0.011], [0.007, -0.049, -0.011], [0.008, -0.010, -0.029], [-0.018, 0.006, 0.011], [0.041, 0.016, 0.002], [-0.013, -0.002, 0.006], [0.006, -0.003, -0.001], [-0.001, 0.014, -0.008], [-0.032, -0.019, 0.006], [-0.004, 0.012, -0.012], [-0.012, 0.006, -0.009], [0.042, -0.067, -0.024], [0.053, 0.027, 0.037], [-0.007, 0.044, 0.032], [-0.037, 0.013, 0.005], [-0.038, -0.120, -0.080], [0.004, 0.343, 0.378], [-0.248, -0.062, -0.174], [0.107, 0.158, 0.049], [-0.105, -0.144, -0.014], [0.273, 0.044, 0.055], [-0.164, -0.089, -0.070], [0.015, 0.095, 0.159], [0.122, -0.019, -0.060], [-0.135, -0.059, -0.091], [-0.114, -0.018, -0.016], [0.088, 0.038, 0.068], [0.010, -0.056, -0.065], [-0.092, 0.006, 0.048], [0.196, 0.053, 0.093], [-0.037, 0.029, -0.032], [0.000, -0.004, -0.004], [-0.071, -0.016, -0.032], [-0.011, 0.002, 0.028], [-0.027, -0.009, -0.002], [-0.006, 0.004, 0.004], [0.001, -0.010, -0.010], [-0.007, 0.003, 0.006], [0.012, -0.003, 0.000], [0.015, 0.002, -0.005], [0.000, -0.004, 0.007], [0.002, 0.002, 0.025], [0.071, 0.113, 0.048], [-0.037, -0.003, 0.015], [-0.046, 0.018, 0.048], [-0.107, -0.169, -0.006], [-0.008, -0.012, 0.066], [-0.008, 0.021, -0.052], [0.032, -0.025, -0.010], [0.009, 0.037, -0.014], [-0.006, 0.007, 0.004], [0.010, -0.022, -0.002], [0.074, 0.063, -0.113], [-0.002, 0.001, 0.002], [0.054, -0.016, 0.036], [0.015, -0.032, 0.033], [0.008, 0.011, 0.014], [-0.019, -0.016, -0.033], [0.007, -0.010, 0.014], [-0.017, -0.007, -0.006], [0.008, -0.013, -0.013], [0.027, 0.020, 0.015], [-0.017, -0.017, -0.002], [0.038, 0.022, -0.014], [0.010, 0.001, -0.008], [-0.002, 0.015, 0.015], [-0.011, -0.004, 0.006], [0.003, -0.015, 0.001], [0.005, -0.004, 0.000], [-0.011, 0.002, 0.021], [0.002, 0.007, 0.029], [0.003, -0.023, -0.005], [0.000, 0.006, -0.007], [-0.017, 0.017, -0.011], [-0.004, -0.004, 0.010], [0.008, -0.003, -0.004], [-0.016, 0.046, -0.001], [-0.010, -0.010, 0.016], [0.007, -0.019, -0.003], [0.020, 0.016, 0.009], [0.003, 0.013, 0.117], [0.063, -0.011, -0.001], [-0.065, 0.114, -0.033], [0.056, -0.134, -0.014], [-0.038, -0.057, 0.070], [-0.030, 0.002, -0.017], [0.022, -0.087, -0.126], [0.005, 0.009, -0.006], [0.003, 0.000, 0.003], [0.008, -0.005, 0.021], [-0.012, 0.009, -0.003], [0.004, 0.000, -0.006]],
  "lowdin_charge": [0.77, -0.05, -0.56, -0.06, -0.05, -0.16, 0.02, -0.18, 0.16, -0.18, 0.00, -0.18, 0.01, -0.09, -0.31, -0.07, -0.53, -0.04, -0.08, -0.04, -0.56, -0.08, -0.05, -0.06, -0.28, -0.15, -0.06, 0.02, -0.53, -0.05, -0.06, -0.05, 0.08, 0.08, 0.08, 0.08, 0.06, 0.09, 0.08, 0.10, 0.07, 0.11, 0.11, 0.08, 0.09, 0.08, 0.05, 0.08, 0.08, 0.08, 0.07, 0.07, 0.09, 0.08, 0.08, 0.08, 0.09, 0.08, 0.08, 0.09, 0.06, 0.08, 0.10, 0.08, 0.08, 0.07, 0.08, 0.07, 0.08, 0.04, 0.08, 0.07, 0.56, -0.69, -0.12, -0.01, -0.40, -0.26, -0.13, -0.10, 0.12, -0.21, -0.04, -0.10, -0.07, -0.17, -0.03, -0.04, -0.12, 0.11, -0.15, -0.10, 0.09, 0.08, 0.12, 0.10, 0.09, 0.10, 0.11, 0.10, 0.09, 0.10, -0.10, -0.68, -0.10, -0.09, 1.13, -0.35, -0.11, -0.10, -0.11, -0.10, -0.10, -0.69, -0.11, -0.10, -0.10, 0.09, 0.05, 0.06, 0.09, 0.07, 0.06, 0.08, 0.06, 0.07, 0.11, 0.10, 0.09, 0.09, 0.08, 0.06, 0.06, 0.09, 0.06, 0.08, 0.05, 0.06, 0.07, 0.09, -0.05, -0.39, -0.08, -0.19, 0.03, -0.91, 0.43, 0.07, 0.07, 0.07, 0.06, 0.09, 0.09]
}